Entry 1:
Below is a cluster of 5 separate species, C45H100N5 in total, with properties calculated with ωB97M-V/def2-TZVPD.

Structure (XYZ):
```
150
C45H100N5 ωB97M-V/def2-TZVPD
C -14.53 -24.28 10.62
C -15.43 -25.37 9.99
C -16.69 -25.63 10.88
C -17.58 -26.81 10.38
N -18.84 -27.05 11.24
C -19.54 -28.24 10.59
C -20.51 -28.65 11.73
C -19.52 -28.59 12.94
C -18.45 -27.50 12.64
C -19.76 -25.82 11.33
H -14.95 -23.31 10.89
H -13.69 -24.01 9.99
H -14.13 -24.52 11.60
H -14.84 -26.28 9.92
H -15.83 -25.32 8.98
H -17.31 -24.74 10.79
H -16.39 -25.82 11.91
H -16.93 -27.67 10.24
H -17.85 -26.59 9.34
H -19.93 -27.80 9.68
H -18.81 -29.03 10.41
H -21.40 -28.03 11.73
H -20.80 -29.70 11.70
H -20.08 -28.54 13.87
H -19.01 -29.55 12.90
H -18.58 -26.58 13.21
H -17.45 -27.93 12.61
H -20.21 -25.79 10.34
H -19.12 -25.00 11.64
H -20.52 -25.98 12.10
C -11.22 -21.10 20.09
C -12.46 -20.17 20.26
C -12.66 -18.97 19.22
C -13.07 -19.43 17.79
N -13.12 -18.22 16.85
C -13.43 -18.62 15.40
C -12.84 -17.55 14.48
C -11.60 -17.05 15.27
C -11.77 -17.47 16.72
C -14.18 -17.18 17.20
H -10.33 -20.55 20.39
H -11.17 -21.51 19.08
H -11.23 -22.01 20.69
H -12.59 -19.78 21.26
H -13.36 -20.78 20.17
H -11.71 -18.43 19.22
H -13.44 -18.33 19.63
H -14.06 -19.88 17.86
H -12.55 -20.20 17.22
H -14.52 -18.56 15.42
H -13.01 -19.61 15.27
H -13.53 -16.74 14.23
H -12.69 -18.00 13.49
H -11.52 -15.96 15.25
H -10.64 -17.34 14.85
H -11.68 -16.60 17.38
H -10.99 -18.19 16.98
H -13.92 -16.78 18.18
H -15.18 -17.63 17.19
H -14.04 -16.39 16.47
C -6.84 -29.76 15.44
C -7.15 -29.24 16.82
C -6.11 -28.36 17.50
C -5.79 -27.06 16.73
N -4.90 -26.07 17.63
C -5.66 -25.59 18.97
C -5.13 -24.16 19.17
C -4.76 -23.60 17.80
C -4.49 -24.79 16.91
C -3.56 -26.72 18.10
H -6.65 -28.93 14.76
H -7.74 -30.29 15.12
H -6.05 -30.50 15.41
H -7.37 -30.13 17.41
H -8.10 -28.71 16.80
H -5.24 -29.01 17.59
H -6.32 -28.23 18.57
H -6.67 -26.44 16.59
H -5.27 -27.14 15.77
H -5.33 -26.21 19.80
H -6.75 -25.56 18.92
H -4.29 -24.15 19.87
H -5.94 -23.51 19.48
H -3.85 -23.02 17.96
H -5.44 -22.92 17.30
H -3.48 -24.78 16.50
H -5.22 -24.69 16.11
H -2.95 -27.02 17.25
H -3.87 -27.59 18.69
H -3.06 -25.89 18.59
C -8.95 -18.99 7.98
C -8.34 -18.95 9.43
C -7.76 -20.24 9.99
C -6.51 -20.78 9.26
N -5.73 -21.90 10.01
C -4.65 -22.41 9.07
C -5.30 -23.52 8.19
C -6.12 -24.35 9.14
C -6.49 -23.25 10.28
C -4.96 -21.35 11.27
H -9.50 -18.11 7.67
H -9.67 -19.80 8.09
H -8.31 -19.20 7.12
H -9.15 -18.67 10.12
H -7.73 -18.08 9.67
H -8.53 -21.01 9.95
H -7.55 -20.16 11.06
H -5.79 -19.96 9.21
H -6.60 -21.09 8.21
H -3.86 -22.89 9.65
H -4.13 -21.61 8.56
H -4.52 -24.10 7.70
H -5.93 -23.23 7.35
H -5.68 -25.25 9.56
H -7.09 -24.67 8.75
H -6.20 -23.66 11.25
H -7.55 -23.00 10.25
H -4.30 -20.58 10.86
H -4.37 -22.10 11.79
H -5.71 -20.90 11.93
C 2.68 -23.80 9.19
C 2.85 -22.33 9.81
C 2.45 -22.29 11.29
C 2.40 -20.86 11.79
N 1.99 -20.70 13.30
C 0.57 -21.25 13.64
C 0.02 -20.32 14.71
C 0.48 -18.99 14.24
C 1.85 -19.14 13.52
C 3.01 -21.28 14.30
H 3.68 -24.23 9.13
H 2.47 -23.68 8.13
H 1.92 -24.50 9.53
H 2.29 -21.64 9.18
H 3.91 -22.10 9.74
H 3.09 -22.93 11.90
H 1.45 -22.70 11.40
H 1.71 -20.26 11.18
H 3.39 -20.46 11.56
H 0.69 -22.28 13.96
H 0.05 -21.18 12.69
H 0.41 -20.69 15.66
H -1.04 -20.49 14.88
H 0.59 -18.32 15.10
H -0.28 -18.59 13.57
H 2.64 -18.82 14.19
H 1.87 -18.51 12.63
H 3.27 -22.30 14.01
H 2.62 -21.39 15.31
H 3.91 -20.68 14.26
```

Output
Charge = +5
Energy above the lowest of the compared OMol25 structures with the same formula, charge and spin = 31.2 kcal per mole
E_HOMO = -19.09 eV

Entry 2:
Below is a structure of composition C45H105AgF9N5O17, with properties calculated with ωB97M-V/def2-TZVPD.

Structure (XYZ):
```
182
C45H105AgF9N5O17 ωB97M-V/def2-TZVPD
Ag 1.75 23.98 -7.82
C 8.74 27.54 -20.75
O 7.83 28.60 -20.37
O 7.98 26.45 -21.25
C 10.07 28.08 -21.42
F 10.83 28.95 -20.67
F 10.98 27.08 -21.59
F 9.77 28.65 -22.56
C 8.05 29.21 -19.07
C 7.19 30.49 -18.87
H 7.48 31.24 -19.60
H 6.14 30.35 -19.13
H 7.24 30.85 -17.84
H 9.09 29.44 -18.85
H 7.87 28.59 -18.20
H 9.16 27.22 -19.79
C 13.72 35.27 -9.91
O 12.80 34.09 -10.01
O 14.77 34.84 -9.05
C 14.01 36.01 -11.27
F 15.37 36.29 -11.41
F 13.72 35.24 -12.29
F 13.23 37.11 -11.39
C 11.48 34.33 -10.51
C 10.69 32.97 -10.44
H 9.72 33.10 -10.91
H 11.38 32.24 -10.87
H 10.42 32.71 -9.42
H 11.53 34.75 -11.51
H 10.90 34.98 -9.85
H 13.16 35.85 -9.18
C -1.71 20.61 -12.08
O -3.13 20.69 -11.80
O -1.07 20.86 -10.83
C -1.30 19.40 -13.01
F -2.14 19.05 -13.96
F -0.09 19.60 -13.62
F -1.15 18.23 -12.31
C -3.64 19.78 -10.81
C -5.16 19.85 -11.20
H -5.62 19.03 -10.65
H -5.72 20.71 -10.83
H -5.25 19.76 -12.29
H -3.39 20.15 -9.81
H -3.25 18.77 -10.94
H -1.55 21.51 -12.67
C 5.48 26.65 -12.54
C 4.44 25.80 -11.80
C 5.05 24.37 -11.49
O 3.87 26.44 -10.65
H 6.24 26.97 -11.83
H 4.89 27.51 -12.85
H 5.87 26.15 -13.43
H 3.71 25.49 -12.56
H 4.32 23.77 -10.94
H 6.04 24.43 -11.03
H 5.13 23.84 -12.44
C 9.77 27.08 -7.94
O 9.83 26.93 -6.52
C 8.85 27.46 -5.69
C 7.55 26.72 -5.85
N 6.56 27.11 -4.72
H 6.03 26.27 -4.59
H 7.03 27.22 -3.83
C 5.53 28.22 -4.84
C 6.19 29.50 -4.17
O 6.82 29.21 -2.91
C 7.51 30.34 -2.45
H 9.50 26.17 -8.48
H 10.71 27.37 -8.42
H 9.08 27.85 -8.30
H 8.79 28.55 -5.65
H 9.21 27.12 -4.72
H 7.67 25.64 -5.80
H 7.11 27.05 -6.79
H 4.72 27.83 -4.22
H 5.04 28.30 -5.81
H 5.51 30.34 -4.19
H 6.93 29.83 -4.90
H 6.85 31.20 -2.49
H 8.28 30.46 -3.22
H 7.91 30.36 -1.44
C 2.46 24.91 -19.43
O 2.55 25.28 -20.76
C 3.34 26.45 -20.99
C 3.06 26.96 -22.40
N 3.51 25.96 -23.51
H 4.38 25.54 -23.21
H 2.74 25.33 -23.69
C 3.72 26.62 -24.87
C 4.09 25.50 -25.92
O 5.17 24.69 -25.54
C 6.34 25.37 -25.96
H 2.10 25.72 -18.80
H 3.41 24.59 -18.99
H 1.83 24.04 -19.27
H 4.33 26.12 -20.66
H 3.06 27.27 -20.32
H 3.53 27.87 -22.76
H 1.99 27.14 -22.53
H 4.53 27.33 -24.66
H 2.84 27.13 -25.26
H 4.16 25.90 -26.93
H 3.31 24.80 -26.19
H 7.16 24.75 -25.61
H 6.54 26.35 -25.53
H 6.41 25.39 -27.04
C -4.34 29.49 -12.78
O -3.24 29.25 -11.90
C -3.54 28.65 -10.64
C -2.18 28.29 -10.12
N -1.31 29.40 -9.44
H -1.53 29.43 -8.45
H -0.37 29.14 -9.69
C -1.21 30.78 -10.09
C -0.19 31.72 -9.35
O -0.63 31.93 -8.01
C -1.72 32.77 -7.67
H -4.95 28.72 -13.27
H -4.01 30.08 -13.64
H -4.94 30.30 -12.38
H -4.09 27.72 -10.79
H -4.15 29.16 -9.90
H -1.56 27.88 -10.92
H -2.14 27.42 -9.47
H -2.14 31.32 -10.29
H -0.84 30.45 -11.06
H -0.03 32.60 -9.97
H 0.75 31.19 -9.18
H -2.60 32.13 -7.63
H -1.94 33.69 -8.22
H -1.61 32.99 -6.61
C 6.95 17.78 -7.03
O 5.79 17.22 -7.57
C 5.04 18.18 -8.24
C 3.71 17.51 -8.61
N 2.75 17.45 -7.50
H 3.28 17.07 -6.73
H 2.36 18.34 -7.23
C 1.55 16.47 -7.74
C 1.18 15.64 -6.55
O 1.25 16.59 -5.54
C 0.10 17.47 -5.36
H 7.60 17.00 -6.65
H 6.63 18.44 -6.22
H 7.50 18.36 -7.77
H 5.56 18.35 -9.18
H 4.98 19.11 -7.66
H 3.73 16.44 -8.82
H 3.21 18.04 -9.42
H 1.85 15.72 -8.47
H 0.70 17.02 -8.12
H 1.77 14.78 -6.23
H 0.18 15.25 -6.71
H 0.06 17.88 -4.36
H -0.75 16.79 -5.35
H 0.04 18.30 -6.07
C 8.40 18.84 -16.59
O 9.78 19.11 -16.45
C 10.13 20.47 -16.81
C 10.08 20.78 -18.32
N 10.97 19.88 -19.16
H 11.79 19.68 -18.60
H 10.52 18.98 -19.30
C 11.36 20.36 -20.60
C 11.79 19.22 -21.52
O 13.06 18.65 -20.99
C 13.86 18.05 -21.95
H 8.30 17.76 -16.54
H 7.94 19.11 -17.54
H 7.75 19.25 -15.81
H 11.11 20.67 -16.36
H 9.39 21.17 -16.41
H 10.20 21.84 -18.53
H 9.13 20.44 -18.75
H 12.14 21.12 -20.63
H 10.37 20.70 -20.93
H 12.00 19.46 -22.56
H 10.94 18.56 -21.68
H 14.19 18.69 -22.77
H 13.41 17.14 -22.35
H 14.84 17.80 -21.53
```

Output
Charge = +2
Energy above the lowest of the compared OMol25 structures with the same formula, charge and spin = 38.8 kcal per mole
E_HOMO = -7.07 eV